Below is C31H32AsNSSeSiW as an isolated structure, with properties calculated with wB97M-V/def2-TZVPD.

Last column: natural (NBO) charge in e.
CARTESIAN COORDINATES (ANGSTROEM)
W (0.77536, -0.32480, 0.27483)  0.84
C (0.33419, 1.62586, -2.44858)  -0.66
C (0.39608, 2.41017, -1.17472)  0.30
C (0.16524, 3.80083, -1.25273)  -0.26
C (0.23728, 4.57640, -0.13592)  -0.07
C (0.60156, 3.99193, 1.09959)  -0.02
C (0.77542, 4.75164, 2.27809)  -0.17
C (1.18488, 4.14161, 3.43129)  -0.18
C (1.43694, 2.75889, 3.44910)  -0.16
C (1.26259, 1.99616, 2.31961)  -0.20
S (1.60470, 0.26719, 2.34433)  0.08
C (0.83474, 2.60743, 1.12512)  0.12
N (0.66222, 1.82369, -0.00710)  -0.53
H (0.80823, 2.20511, -3.24052)  0.26
H (-0.70517, 1.46237, -2.74594)  0.25
H (0.83537, 0.66144, -2.37901)  0.24
H (-0.06745, 4.22448, -2.21936)  0.25
H (0.04698, 5.64109, -0.18450)  0.25
H (0.59224, 5.81708, 2.24329)  0.24
H (1.32969, 4.71652, 4.33493)  0.25
H (1.77903, 2.29247, 4.36404)  0.24
C (4.79002, 1.28652, -1.20943)  -1.15
Si (4.90988, -0.49668, -0.70426)  1.64
C (5.33804, -0.78769, 1.07578)  -1.15
C (5.67931, -1.65948, -1.92419)  -1.15
Se (2.61351, -1.26619, -0.77614)  -0.27
H (5.77309, 1.76103, -1.19803)  0.28
H (4.14728, 1.83036, -0.51418)  0.24
H (4.38969, 1.37826, -2.22016)  0.26
H (6.38150, -0.52583, 1.26445)  0.28
H (5.20497, -1.83634, 1.34459)  0.26
H (4.71388, -0.17273, 1.72689)  0.25
H (6.76149, -1.51440, -1.95125)  0.28
H (5.29644, -1.48595, -2.93047)  0.26
H (5.49428, -2.69683, -1.64343)  0.26
C (-5.98439, 0.67953, -1.42925)  -0.17
C (-5.68320, -0.65264, -1.66857)  -0.18
C (-4.38731, -1.12251, -1.50114)  -0.24
C (-3.40284, -0.24237, -1.07121)  -0.23
C (-3.68705, 1.10705, -0.87529)  -0.25
C (-4.98434, 1.56245, -1.04161)  -0.18
As (-1.60620, -0.88512, -0.81543)  0.98
C (-1.46334, -0.91614, 1.16430)  -0.35
C (-1.83508, 0.21859, 1.89718)  -0.22
C (-1.75951, 0.20689, 3.28310)  -0.18
C (-1.28789, -0.91710, 3.94785)  -0.14
C (-0.86982, -2.03353, 3.23322)  -0.18
C (-0.94288, -2.03003, 1.84814)  -0.25
C (-1.55181, -2.75989, -1.21835)  -0.29
C (-0.60185, -3.20757, -2.13095)  -0.24
C (-0.52242, -4.56051, -2.43614)  -0.18
C (-1.38706, -5.45648, -1.82936)  -0.16
C (-2.33921, -5.00941, -0.91695)  -0.19
C (-2.42679, -3.66326, -0.61024)  -0.24
H (-6.99647, 1.03566, -1.56261)  0.24
H (-6.45560, -1.33479, -1.99645)  0.24
H (-4.16834, -2.16108, -1.71181)  0.24
H (-2.90749, 1.81590, -0.61655)  0.21
H (-5.21381, 2.60775, -0.88583)  0.23
H (-2.22858, 1.09204, 1.39245)  0.23
H (-2.07562, 1.07626, 3.84369)  0.24
H (-1.24612, -0.92281, 5.02874)  0.25
H (-0.48739, -2.90418, 3.74787)  0.25
H (-0.65572, -2.91704, 1.29081)  0.25
H (0.07510, -2.50966, -2.61217)  0.22
H (0.21098, -4.91063, -3.14940)  0.24
H (-1.32669, -6.50998, -2.06621)  0.24
H (-3.01386, -5.71333, -0.44922)  0.24
H (-3.17093, -3.32362, 0.10136)  0.23

As for the energy above the lowest of the compared OMol25 structures with the same formula, charge and spin: 11.00 kcal/mol. As for the net charge: +2. For the total energy, the calculation gives -6646.75235 hartree. The frontier orbital gap (spin up / spin down) is 5.9581 / 7.1044 eV. The spin multiplicity is 3. The calculation puts the HOMO energy (spin up / spin down) at -13.057 / -13.968 eV.



Below is C3H5N2O as an isolated structure, with properties calculated with wB97M-V/def2-TZVPD.

Last column: natural (NBO) charge in e.
CARTESIAN COORDINATES (ANGSTROEM)
C (0.77070, -0.15976, -0.06975)  0.43
C (-0.25937, 0.94037, -0.05111)  -0.44
C (-1.27240, -0.21991, 0.02691)  -0.20
N (2.10468, -0.05838, 0.32157)  0.20
N (-0.12185, -1.11211, 0.03876)  -0.43
O (3.10769, 0.20551, -0.21827)  -0.05
H (-0.22498, 1.60937, 0.80650)  0.28
H (-0.27315, 1.52893, -0.96820)  0.28
H (-1.86963, -0.27071, 0.93599)  0.24
H (-1.91416, -0.34306, -0.84634)  0.24
H (-0.04752, -2.12024, 0.02395)  0.45

As for the energy above the lowest of the compared OMol25 structures with the same formula, charge and spin: 112.89 kcal/mol. As for the net charge: +1. For the total energy, the calculation gives -301.64938 hartree. The frontier orbital gap (spin up / spin down) is 8.5435 / 8.5467 eV. The calculation puts the HOMO energy (spin up / spin down) at -14.980 / -14.977 eV.



Below is C15H20N9ORuS3 as an isolated structure, with properties calculated with wB97M-V/def2-TZVPD.

Last column: natural (NBO) charge in e.
CARTESIAN COORDINATES (ANGSTROEM)
Ru (0.35566, -0.25534, -0.40603)  0.88
C (-1.35833, 2.32392, 0.44483)  -0.25
C (-1.06618, 2.39069, -1.02550)  -0.24
N (0.24000, 1.78066, -1.31750)  -0.56
C (1.44628, 2.60569, -1.13328)  -0.24
C (1.88360, 2.75952, 0.30340)  -0.55
S (1.85502, 1.16998, 1.18407)  0.45
C (0.71652, 1.48002, 2.56437)  -0.55
C (-0.65812, 0.88817, 2.33658)  -0.24
N (-1.04944, 0.95901, 0.92241)  -0.54
H (-2.40665, 2.57113, 0.61756)  0.25
H (-0.76583, 3.04046, 1.00926)  0.21
H (-1.11592, 3.41905, -1.39102)  0.24
H (-1.81750, 1.80587, -1.56021)  0.23
H (0.23222, 1.54724, -2.30554)  0.42
H (1.30243, 3.60057, -1.56467)  0.24
H (2.24156, 2.11585, -1.69372)  0.23
H (1.30257, 3.48103, 0.87315)  0.24
H (2.91768, 3.10256, 0.30409)  0.28
H (0.71504, 2.55449, 2.74389)  0.25
H (1.15940, 1.00616, 3.43851)  0.28
H (-1.38388, 1.39761, 2.97686)  0.24
H (-0.65048, -0.15554, 2.61740)  0.23
H (-1.87545, 0.37779, 0.79057)  0.42
N (1.35414, -1.82948, 2.60199)  -0.80
C (0.18424, -2.21589, 2.06618)  0.27
N (-0.28126, -1.80740, 0.88737)  -0.51
C (-1.48765, -2.42688, 0.57651)  0.08
C (-1.96874, -3.23544, 1.53195)  -0.40
S (-0.88841, -3.28509, 2.87614)  0.52
C (-1.96844, -2.15804, -0.75705)  0.16
C (-2.96796, -2.73116, -1.44040)  -0.42
S (-2.98327, -2.16284, -3.06510)  0.52
C (-1.62151, -1.16724, -2.74009)  0.27
N (-1.20513, -1.24058, -1.47823)  -0.53
N (-1.08170, -0.38896, -3.69426)  -0.79
H (2.05406, -1.48822, 1.94868)  0.45
H (1.69029, -2.31109, 3.42032)  0.43
H (-2.87785, -3.81427, 1.52666)  0.28
H (-3.68679, -3.45824, -1.09987)  0.28
H (-1.41464, -0.46536, -4.64096)  0.43
H (-0.13587, -0.07783, -3.55517)  0.42
O (2.37110, -1.34875, 0.15100)  -0.54
N (3.49307, -1.54003, -0.41599)  0.15
C (3.69280, -1.24729, -1.67500)  -0.17
C (2.54072, -0.73948, -2.33444)  0.51
N (1.43372, -0.41296, -2.41547)  -0.54
C (4.96226, -1.42377, -2.30156)  0.21
N (5.95983, -1.52315, -2.86044)  -0.18

As for the net charge: +2. For the total energy, the calculation gives -2440.50450 hartree. The frontier orbital gap (spin up / spin down) is 6.8216 / 6.6244 eV. The spin multiplicity is 2. The calculation puts the HOMO energy (spin up / spin down) at -14.204 / -14.205 eV.



Below is a 13-piece molecular cluster, C5H36NO13 overall, with properties calculated with wB97M-V/def2-TZVPD.

Last column: natural (NBO) charge in e.
CARTESIAN COORDINATES (ANGSTROEM)
O (3.58763, 0.50678, 0.29363)  -0.53
C (3.13916, 1.43624, 0.96553)  0.45
C (1.57879, 1.68009, 0.78228)  -0.16
C (1.08194, 2.77773, 1.74504)  -0.42
C (-0.23710, 3.45427, 1.48098)  -0.44
C (-0.49272, 3.79482, 0.01698)  -0.65
N (0.84794, 0.42378, 0.83104)  -0.78
H (3.72186, 2.29685, 1.47453)  0.17
H (1.49837, 1.91455, -0.32790)  0.24
H (1.93664, 3.55957, 1.55371)  0.21
H (1.22642, 2.50274, 2.78765)  0.24
H (-1.16182, 2.74656, 1.88674)  0.24
H (-0.39120, 4.26554, 2.18439)  0.24
H (0.40066, 4.15490, -0.50905)  0.20
H (-1.17613, 4.67141, -0.18549)  0.24
H (-0.94851, 3.14456, -0.68974)  0.21
H (1.05481, -0.21556, 0.05845)  0.47
H (1.10080, -0.15119, 1.73526)  0.50
H (-0.26066, 0.60481, 0.65802)  0.48
H (3.82411, -2.77970, -1.40343)  0.51
H (4.33777, -1.36323, -1.02348)  0.52
O (3.52344, -1.91300, -1.08991)  -0.95
H (-2.41448, 2.90374, -3.32052)  0.50
H (-2.42721, 1.80199, -4.50181)  0.50
O (-2.03824, 2.13200, -3.68456)  -0.98
H (-1.93594, -0.43602, 2.66109)  0.48
H (-2.56320, -1.14789, 3.81523)  0.49
O (-1.88988, -1.28622, 3.08233)  -0.92
H (-3.35770, -2.93948, 0.55425)  0.49
H (-3.04524, -1.84415, -0.48367)  0.49
O (-2.70431, -2.63102, -0.06177)  -0.98
H (-1.48199, -4.25341, -2.58467)  0.49
H (-1.07227, -3.52914, -3.72125)  0.48
O (-1.13527, -3.40019, -2.73673)  -0.95
H (-0.37321, -2.47224, -1.32480)  0.50
H (-1.00756, -2.27491, -0.08239)  0.50
O (-0.19102, -2.10548, -0.47691)  -0.99
H (-0.39328, -0.92539, 3.58543)  0.49
H (0.80124, -1.54205, 4.43442)  0.48
O (0.53642, -0.84688, 3.88991)  -1.00
H (-3.60505, -0.55250, -1.86209)  0.49
H (-2.36177, -0.00889, -1.15847)  0.50
O (-3.32221, -0.14130, -1.00546)  -1.00
H (-1.68823, 1.32543, -0.27250)  0.48
H (-3.09007, 0.99443, 0.28608)  0.51
O (-2.28169, 1.45761, 0.54905)  -1.00
H (2.15226, -1.23307, -1.74583)  0.54
H (0.76892, -1.05459, -2.65087)  0.48
O (1.37772, -0.67202, -2.08485)  -0.99
H (1.15661, -2.34771, 0.46502)  0.48
H (2.70024, -2.05290, 0.33507)  0.47
O (2.07553, -2.36872, 0.99521)  -1.02
H (-0.01334, -0.04559, -1.78554)  0.51
H (-1.00728, 0.92509, -2.49520)  0.52
O (-0.94571, 0.45995, -1.68355)  -1.03

As for the energy above the lowest of the compared OMol25 structures with the same formula, charge and spin: 109.68 kcal/mol. As for the net charge: +1. For the total energy, the calculation gives -1244.68693 hartree. The frontier orbital gap is 9.9441 eV. The calculation puts the HOMO energy at -12.624 eV.



Below is a 2-piece molecular cluster, C25H29N3O4 overall, with properties calculated with wB97M-V/def2-TZVPD.

Last column: natural (NBO) charge in e.
CARTESIAN COORDINATES (ANGSTROEM)
O (-0.79238, 3.57677, 1.46466)  -0.54
C (-0.19598, 2.86550, 0.68923)  0.83
N (0.31697, 1.52758, 0.90438)  -0.14
N (-0.04947, 1.07543, 2.03954)  -0.14
C (0.71621, -0.06160, 2.47882)  0.83
O (1.75324, -0.49411, 2.00509)  -0.55
O (0.06191, -0.56978, 3.56435)  -0.48
C (0.60709, -1.81582, 4.06427)  -0.09
C (-0.36865, -2.41001, 5.04461)  -0.05
C (-0.91583, -3.66567, 4.75407)  -0.20
C (-1.76984, -4.29412, 5.66085)  -0.21
C (-2.10735, -3.65558, 6.86093)  -0.21
C (-1.58016, -2.38963, 7.14460)  -0.19
C (-0.72993, -1.74918, 6.23150)  -0.20
O (0.13841, 3.19468, -0.58908)  -0.48
C (-0.45210, 4.44027, -1.02312)  -0.11
C (-0.04675, 4.66590, -2.45064)  0.03
C (0.68199, 5.81755, -2.77197)  -0.23
C (1.03938, 6.07130, -4.09613)  -0.21
C (0.69118, 5.16172, -5.10206)  -0.21
C (-0.02785, 4.00457, -4.77747)  -0.19
C (-0.39267, 3.74463, -3.45125)  -0.23
H (1.58559, -1.61963, 4.53184)  0.20
H (0.75676, -2.49520, 3.21550)  0.20
H (-0.63591, -4.14219, 3.81003)  0.21
H (-2.15722, -5.28834, 5.43032)  0.22
H (-2.76644, -4.15376, 7.57701)  0.22
H (-1.83128, -1.89752, 8.08817)  0.22
H (-0.32908, -0.75489, 6.44166)  0.22
H (-1.54755, 4.37295, -0.92214)  0.20
H (-0.09478, 5.25448, -0.38040)  0.20
H (0.94162, 6.50338, -1.96056)  0.21
H (1.58090, 6.98768, -4.33738)  0.22
H (0.96273, 5.36567, -6.14075)  0.22
H (-0.31228, 3.29846, -5.56047)  0.22
H (-0.96282, 2.84929, -3.18895)  0.22
C (-1.23079, -0.46441, -2.02722)  -0.33
C (-0.37623, -1.52054, -1.84321)  0.23
N (0.95033, -1.47417, -1.79162)  -0.42
C (1.78030, -2.65524, -1.72238)  -0.20
C (3.21936, -2.13097, -1.83256)  -0.41
C (3.14139, -0.58962, -1.80725)  -0.41
C (1.65072, -0.21004, -1.75354)  -0.21
C (-1.10266, -2.83188, -1.64804)  -0.44
C (-2.58183, -2.44578, -1.83424)  -0.39
C (-2.64834, -0.88527, -1.96557)  -0.42
H (-0.91463, 0.55793, -2.18876)  0.19
H (1.61898, -3.18776, -0.76828)  0.18
H (1.52770, -3.35736, -2.53395)  0.19
H (3.82505, -2.51916, -1.00821)  0.21
H (3.65868, -2.48781, -2.77006)  0.21
H (3.65700, -0.17589, -0.93698)  0.22
H (3.58234, -0.14761, -2.70503)  0.21
H (1.36045, 0.42110, -2.61255)  0.18
H (1.38709, 0.35974, -0.83535)  0.22
H (-0.92106, -3.21317, -0.62687)  0.20
H (-0.78265, -3.60266, -2.36672)  0.21
H (-3.19983, -2.81102, -1.01264)  0.20
H (-2.97885, -2.90973, -2.73909)  0.20
H (-3.24110, -0.57863, -2.83531)  0.19
H (-3.14908, -0.46083, -1.08360)  0.19

As for the energy above the lowest of the compared OMol25 structures with the same formula, charge and spin: 121.92 kcal/mol. As for the net charge: 0. For the total energy, the calculation gives -1435.19345 hartree. The frontier orbital gap is 5.1630 eV. The calculation puts the HOMO energy at -6.791 eV. The SMILES is O=C(/N=N/C(=O)OCc1ccccc1)OCc1ccccc1.C1=C(N2CCCC2)CCC1.